No. 1
11
Properties=species:S:1:pos:R:3:forces:R:3 method="wB97M-V/def2-TZVPD" charge=0 relative_energy_ev=0.000 orbital_gap_ev=6.8 energy_ha=-665.94578 lumo_ev=-3.43
Sn 9.71218 3.64145 8.05160 0.6460 -1.2303 -3.5169
B 8.56280 2.66351 5.24785 0.9400 -0.8211 -0.0228
H 8.35040 3.55257 6.08104 0.0084 1.5402 1.5034
H 9.56842 2.85496 4.69060 0.8211 0.4316 -0.1621
H 8.66511 1.65793 5.87185 0.1601 -0.8869 0.8465
H 7.68747 2.56752 4.47951 -1.1650 0.3084 -0.0220
B 12.40371 2.88846 6.59294 1.7753 -0.5185 -0.3883
F 11.22645 3.69180 6.31467 -1.4559 0.8718 0.2156
F 12.00477 2.34015 7.84007 -0.8179 -0.0917 1.3625
F 12.63843 1.87401 5.70973 -0.4775 0.5701 0.0580
F 13.47100 3.75143 6.72384 -0.4345 -0.1736 0.1262

---

No. 2
25
Properties=species:S:1:pos:R:3:forces:R:3 method="wB97M-V/def2-TZVPD" spin_multiplicity=4 charge=-2 relative_energy_ev=1.018 orbital_gap_ev="10.4 / 10.2" energy_ha=-4008.38706 s2=3.75 lumo_ev="5.10 / 5.08"
Co -0.12508 0.50914 -0.38385 -0.0991 0.6644 0.1982
N 0.35798 -1.20274 0.41619 2.4978 -2.8063 3.8798
S -0.17781 -2.72247 0.46757 -5.5924 -1.8316 -2.8970
O -0.68476 -3.30204 1.69753 1.8650 0.8722 -0.6796
O 0.40684 -3.57507 -0.52427 0.2932 0.3416 0.8402
F -1.60957 -2.33933 -0.19852 0.7427 -0.1217 -0.1027
S 1.54443 -1.50698 1.62661 2.4018 2.8555 0.2106
O 2.52282 -2.45150 1.17320 -0.7411 -0.0654 0.0753
O 1.13001 -1.53713 2.98591 -0.4412 -0.1218 -0.5854
F 2.28615 -0.11570 1.49034 -0.3743 -0.3684 -0.1903
B 1.42907 0.45877 -2.60453 0.9235 -0.1439 -1.9963
F 1.37650 1.56456 -3.45359 -0.1403 -0.0083 0.4233
F 0.12496 -0.06028 -2.38285 -0.5110 -0.1519 0.2323
F 2.22203 -0.51965 -3.22121 -0.1791 0.1850 0.6046
F 1.88823 0.81857 -1.32626 0.0259 0.1006 0.5788
B -2.36588 1.32996 -1.32752 -1.6683 -0.0359 -1.3789
F -2.21368 0.24616 -0.41261 0.4348 -0.0947 -0.1813
F -3.49846 2.04453 -1.01743 -0.0414 0.2556 0.2336
F -1.19415 2.10876 -1.17650 0.5724 0.3120 0.1312
F -2.45054 0.86397 -2.64956 0.1051 0.0662 0.6363
B -0.20962 1.87723 2.18376 -0.0008 0.2801 1.4810
F 0.58175 1.94111 0.98437 -0.0595 -0.4167 -0.7399
F -0.82973 3.10089 2.35865 -0.0386 0.2897 -0.0016
F -1.16996 0.87152 2.03834 0.3140 -0.1521 -0.3586
F 0.65848 1.59772 3.25623 -0.2891 0.0957 -0.4138

---

No. 3
6
Properties=species:S:1:pos:R:3:forces:R:3 method="wB97M-V/def2-TZVPD" charge=0 relative_energy_ev=0.386 orbital_gap_ev=7.3 energy_ha=-47.30827 lumo_ev=-0.99
Cs -2.59836 -0.04871 -1.51277 0.7171 -0.0151 0.3607
B 0.52837 0.01133 0.33103 0.0831 -0.2221 -0.4366
H 0.69177 -0.37073 -0.82156 -0.1117 -0.1672 -0.4739
H 0.60160 -0.94628 1.06497 -0.0593 -0.1286 0.2072
H 1.36232 0.85336 0.55159 0.0584 0.1815 0.1590
H -0.58570 0.50103 0.38673 -0.6876 0.3516 0.1836

---

No. 4
30
Properties=species:S:1:pos:R:3:forces:R:3 method="wB97M-V/def2-TZVPD" spin_multiplicity=2 charge=+1 relative_energy_ev=11.190 orbital_gap_ev="8.4 / 7.6" energy_ha=-2278.45165 s2=0.75 lumo_ev="-4.31 / -5.08"
Cu -0.56766 -1.31896 -0.09384 1.0154 -5.1264 0.2552
B 0.21330 0.36325 0.08314 0.9763 0.4380 -0.3931
H 0.59970 1.33696 0.34168 1.3773 2.1746 -0.8387
H 0.07074 -0.27232 0.94336 0.5766 0.0319 3.8760
H -0.74264 0.45287 -0.40919 -1.7143 0.8611 -0.9600
H 0.90202 -0.14867 -0.57095 0.4345 -2.5352 -0.3535
O -0.74495 2.51547 -0.70815 -0.9365 2.0445 -1.8191
H -0.46066 1.61660 -0.54259 -0.5664 1.7571 -0.8056
H -1.54613 2.61246 -0.19343 -0.0723 0.3432 0.3447
O 2.05492 1.02230 1.61754 1.6866 -0.2466 1.7444
H 1.38137 0.70268 1.01720 1.3953 0.1313 0.9944
H 2.70926 1.42903 1.04952 0.3809 0.1753 -0.1464
O 2.11852 1.03347 -1.39335 2.5288 1.0667 -1.8031
H 1.43470 0.59312 -0.88865 1.1007 1.3407 -0.8199
H 1.86436 0.90280 -2.30689 0.1619 0.4032 -0.4369
O 0.38633 -1.71508 -1.58114 1.4443 -2.2833 -4.2138
H -0.12803 -1.87972 -2.37141 -0.0442 -0.1669 -0.5192
H 1.28705 -1.63155 -1.89412 0.7849 0.2315 0.2297
O -1.71640 -0.88229 -1.18503 -7.6234 1.8954 -5.9242
H -2.15334 -0.12946 -0.78684 -0.5210 0.9165 -0.4434
H -2.27884 -1.12481 -1.92060 -0.3033 -0.6282 -0.5314
O -0.81073 1.68147 1.76742 -2.1539 0.6233 2.3186
H -0.29059 2.22138 2.36256 0.0390 0.2343 0.2756
H -0.18346 1.37203 1.11396 -0.5665 1.1221 1.5088
O 0.64577 -2.20421 0.71929 4.1213 -4.1853 3.6709
H 1.30210 -1.79431 1.28271 0.3700 0.6277 0.5633
H 1.04552 -3.03013 0.44675 -0.0283 -0.6358 -0.1919
O -1.83466 -1.20146 1.11545 -3.6556 -0.6498 3.7941
H -1.79817 -1.51979 2.01742 0.2751 0.0008 0.6536
H -2.75943 -1.00313 0.96817 -0.4833 0.0383 -0.0291

---

No. 5
4
Properties=species:S:1:pos:R:3:forces:R:3 method="wB97M-V/def2-TZVPD" charge=0 relative_energy_ev=0.000 orbital_gap_ev=15.2 energy_ha=-324.63276 lumo_ev=0.41 smiles=FB(F)F
F 0.50146 1.18214 0.37440 -0.1768 -1.3341 -0.4401
B 0.04283 -0.02388 -0.00989 -0.9122 0.6356 0.4317
F -0.29234 -0.92229 0.93151 0.5865 0.7161 -1.0444
F -0.25195 -0.23596 -1.29601 0.5024 -0.0176 1.0528

---

No. 6
29
Properties=species:S:1:pos:R:3:forces:R:3 method="wB97M-V/def2-TZVPD" charge=-1 relative_energy_ev=1.558 orbital_gap_ev=11.0 energy_ha=-1036.14165 lumo_ev=2.54
B -5.51774 0.72626 3.98554 0.6029 -0.2751 -0.5432
F -5.65253 0.10572 2.73786 0.0758 -0.1415 -0.7433
F -4.30965 1.45092 4.02473 0.1371 0.2466 -0.0330
F -6.60050 1.52535 4.21039 -1.2272 1.5367 0.0518
F -5.52633 -0.23379 4.96083 0.3557 -1.3112 1.2378
O -9.09528 -2.98032 4.50706 -0.2218 -0.2795 0.1680
H -9.46354 -2.27850 3.97035 -0.0609 0.2186 -0.1846
H -8.23031 -2.65902 4.76170 0.3348 0.1484 0.0077
O -0.13126 -2.55328 4.96540 0.2729 -0.1259 0.1340
H -0.50135 -2.91034 4.15807 -0.0955 -0.0491 -0.2155
H -0.80220 -1.95402 5.29247 -0.2009 0.1972 0.0790
O -11.14778 0.49504 1.85277 -0.1598 -0.2503 -0.0450
H -10.34084 0.92549 1.57028 0.3153 0.0779 -0.0411
H -11.69533 1.20619 2.18546 -0.1187 0.1495 0.1108
O -2.83168 1.96325 9.60479 0.1677 0.1592 0.2108
H -3.30298 2.10984 8.78465 -0.1149 0.0475 -0.2889
H -3.10440 1.08971 9.88548 -0.0598 -0.2134 0.0450
O -6.26692 6.44881 4.66146 0.0770 0.3032 0.0669
H -7.06978 6.43540 4.14044 -0.1861 -0.0211 -0.1078
H -6.01473 5.52856 4.73743 0.1159 -0.3395 0.0385
O -0.35375 0.55835 0.97526 0.3153 -0.0741 -0.0590
H -0.82451 0.68922 0.15217 -0.1352 0.0142 -0.1718
H -0.96904 0.84207 1.65138 -0.2227 0.0515 0.2605
O -9.65950 -0.24382 8.34832 -0.1996 -0.0021 0.2812
H -9.63671 -0.83879 7.59884 0.0242 -0.1802 -0.2305
H -9.02224 0.43733 8.13347 0.1963 0.1679 -0.0934
O -7.24642 3.52693 -0.10101 -0.2175 0.1719 -0.2792
H -6.80536 4.02521 0.58706 0.1220 0.0581 0.2161
H -6.93612 2.62907 0.01643 0.1077 -0.2853 0.1281